Entry from the OMol25 dataset: C17H24AsN3ORhS4 as an isolated structure (ωB97M-V/def2-TZVPD).

The geometry in XYZ format:
```
51
Properties=species:S:1:pos:R:3:mulliken_charge:R:1
Rh -1.0875 1.8068 0.9955 0.07
C -0.6187 -0.4500 5.5638 -1.01
N -1.7093 0.4484 5.1949 -0.18
C -1.8327 1.0466 4.0141 0.61
S -0.5711 0.7031 2.8505 -0.29
N -2.8602 1.8344 3.7756 0.17
C -3.9090 2.1091 4.7447 -1.11
H -0.8065 -0.8064 6.5720 0.33
H 0.3383 0.0697 5.5452 0.37
H -0.5804 -1.3038 4.8893 0.36
H -2.3942 0.6630 5.9011 0.25
H -2.8751 2.3406 2.8904 0.25
H -3.5106 2.6055 5.6324 0.38
H -4.4241 1.1911 5.0338 0.38
H -4.6313 2.7728 4.2799 0.34
C 4.4823 -2.9009 -4.2845 -0.98
C 5.8144 -3.3021 -3.7114 0.69
O 6.6461 -3.9214 -4.3089 -0.51
S 6.2143 -2.8273 -2.0189 -0.12
C 4.7773 -1.9338 -1.4757 -0.40
C 4.7105 -0.5525 -1.6352 -0.40
C 3.6079 0.1506 -1.1823 -0.51
C 2.5575 -0.5197 -0.5514 0.72
C 2.6328 -1.9045 -0.3824 -0.44
C 3.7371 -2.6032 -0.8380 -0.39
C 1.4146 0.2015 -0.0706 0.38
C 0.4484 0.8113 0.3358 -0.78
H 4.4280 -3.2752 -5.3035 0.31
H 4.3784 -1.8156 -4.2765 0.31
H 3.6700 -3.3152 -3.6873 0.30
H 5.5304 -0.0319 -2.1124 0.47
H 3.5591 1.2246 -1.3022 0.46
H 1.8260 -2.4240 0.1180 0.49
H 3.8012 -3.6743 -0.6974 0.47
S -4.8221 3.6886 -0.4028 -0.36
C -3.5804 3.3986 0.5519 0.53
N -2.6342 3.1818 1.2377 -0.85
C -1.0975 -0.8457 -2.5486 -0.64
As -2.2879 0.4560 -1.8015 0.64
C -4.0272 0.2677 -2.5801 -0.90
C -1.6199 2.2086 -2.2081 -1.03
S -2.5208 0.1934 0.3367 -0.28
H -1.0161 -0.6808 -3.6224 0.42
H -1.4971 -1.8380 -2.3499 0.36
H -0.1299 -0.7284 -2.0645 -0.01
H -3.9433 0.3381 -3.6637 0.39
H -4.6525 1.0687 -2.1891 0.25
H -4.4407 -0.6995 -2.3012 0.38
H -1.6051 2.3246 -3.2919 0.44
H -0.6022 2.2949 -1.8259 0.36
H -2.2872 2.9541 -1.7750 0.28
```

- E_tot: -4840.5189 hartree
- LUMO: -4.78 eV
- Gap between HOMO and LUMO: 6.06 eV
- Net charge: +1
- Spin multiplicity: 1
- ΔE to the lowest compared entry with this formula, charge and spin: 0.000 eV


Entry from the OMol25 dataset: C6H7NORhSe2Te2 as an isolated structure (ωB97M-V/def2-TZVPD).

The geometry in XYZ format:
```
20
Properties=species:S:1:pos:R:3:mulliken_charge:R:1
Rh -0.7898 0.3233 0.6068 0.33
Se -3.0437 2.3348 -0.1012 0.14
Te -3.4395 0.8085 -2.0404 0.09
Te -3.3075 -1.6432 -0.8375 0.31
Se -0.9915 -2.0126 -0.1232 -0.12
O 1.3284 1.2455 -0.1150 -0.52
C 1.0798 2.6690 -0.2967 -0.46
C -0.2464 2.8858 0.3721 1.04
C -0.4132 3.6400 1.5258 -0.62
C -1.2650 3.3104 2.5648 -0.35
C -1.7717 2.0201 2.9481 -0.46
C -1.6960 0.8075 2.3500 -0.50
N -1.2094 2.0674 -0.1284 -0.52
H 2.2146 1.0004 -0.4049 0.31
H 1.0409 2.8961 -1.3606 0.32
H 1.8562 3.2555 0.1881 0.38
H 0.2463 4.4902 1.6766 0.36
H -1.3823 4.0722 3.3262 0.41
H -2.2126 2.0153 3.9427 0.33
H -2.0160 -0.0707 2.9036 0.52
```

- E_tot: -5811.8741 hartree
- LUMO (alpha / beta): -4.46 / -6.50 eV
- Gap between HOMO and LUMO (alpha / beta): 6.04 / 5.49 eV
- Net charge: +1
- Spin multiplicity: 5
- ΔE to the lowest compared entry with this formula, charge and spin: 4.624 eV


Entry from the OMol25 dataset: C9H10AuBrF3N2O3 as an isolated structure at a distorted geometry (ωB97M-V/def2-TZVPD).

The geometry in XYZ format:
```
29
Properties=species:S:1:pos:R:3:mulliken_charge:R:1
Au 0.2357 -1.3235 -0.8046 0.74
O -0.9054 5.3904 -1.5100 -0.49
C -0.7251 4.1256 -1.1261 1.01
C -0.7183 3.7074 0.2058 -0.66
C -0.5234 2.3708 0.4726 -0.58
N -0.3411 1.4385 -0.4763 -0.25
C -0.3535 1.8835 -1.7156 0.50
Br -0.0875 0.4947 -2.9776 -0.13
C -0.5332 3.1786 -2.1315 -0.50
H -1.0330 5.9771 -0.7552 0.32
H -0.8665 4.4088 1.0161 0.30
H -0.5276 2.0321 1.5017 0.36
H -0.5313 3.4667 -3.1720 0.44
N 0.3914 -0.6039 1.3487 -0.64
C 0.9069 -1.5375 2.3608 -0.69
C 0.1292 -2.8395 2.2940 -0.57
C 0.6204 -3.6642 1.1389 0.58
O 0.8211 -4.8440 1.2132 -0.52
O 0.8730 -3.0522 -0.0324 -0.59
H 0.9621 0.2355 1.3058 0.36
H -0.5404 -0.2844 1.5994 0.35
H 0.8313 -1.1105 3.3627 0.42
H 1.9673 -1.7005 2.1738 0.39
H -0.9358 -2.6807 2.0953 0.29
H 0.2530 -3.4335 3.1950 0.29
F 1.3973 -3.1130 -2.5874 -0.17
C 0.1647 -2.6834 -2.4035 0.84
F -0.2906 -2.1739 -3.5481 -0.23
F -0.6405 -3.6651 -2.0435 -0.16
```

- E_tot: -3693.1850 hartree
- LUMO: -5.82 eV
- Gap between HOMO and LUMO: 7.38 eV
- Net charge: +1
- Spin multiplicity: 1
- ΔE to the lowest compared entry with this formula, charge and spin: 2.008 eV


Entry from the OMol25 dataset: a 8-piece molecular cluster, C14H46N14O8 overall at a distorted geometry (ωB97M-V/def2-TZVPD).

The geometry in XYZ format:
```
82
Properties=species:S:1:pos:R:3:mulliken_charge:R:1
C 2.4886 1.7999 -4.2975 0.68
O 1.3610 1.9344 -4.7495 -0.67
N 3.5462 2.1968 -4.9061 -0.50
N 2.8778 1.0064 -3.3422 -0.26
H 4.4183 2.1100 -4.4042 0.15
H 3.5110 2.9715 -5.5532 0.26
H 3.8512 0.7390 -3.3752 0.18
H 2.2681 0.4762 -2.7363 0.11
C 0.5946 -0.7579 -0.4057 0.99
O 1.2858 -1.1790 -1.3179 -0.82
N 0.8773 -0.9529 0.8510 0.02
N -0.6636 -0.4492 -0.5306 0.38
H 0.1318 -0.5389 1.3923 -0.45
H 1.5469 -1.6791 1.0617 0.13
H -1.2238 -0.5754 0.3004 -0.05
H -1.0481 -0.2540 -1.4439 -0.22
C -1.2354 0.2305 3.4534 -3.91
O -1.5932 0.2118 2.3278 1.80
N -0.7686 -0.7957 4.1109 -0.45
N -1.2013 1.3123 4.2138 0.05
H -0.5666 -1.6832 3.6731 0.20
H -0.5317 -0.8147 5.0925 0.82
H -1.7310 2.1270 3.9384 0.31
H -0.4840 1.2842 4.9243 0.60
C -1.3533 -3.1197 -3.4844 0.79
O -1.8637 -3.1791 -2.4242 -0.62
N -0.1333 -2.6470 -3.5900 -0.35
N -1.6376 -3.8277 -4.4980 -0.43
H 0.3655 -2.4949 -2.7250 0.13
H 0.2696 -3.1094 -4.3925 0.14
H -2.4028 -4.4838 -4.5624 0.23
H -1.1113 -3.6065 -5.3311 0.15
C -2.7100 0.8289 -3.9735 0.63
O -3.5590 0.0659 -3.6081 -0.67
N -1.5025 0.4858 -4.2931 -0.32
N -2.8674 2.1284 -3.9429 -0.38
H -1.3151 -0.4822 -4.0744 0.13
H -0.7468 1.1438 -4.4201 0.24
H -3.7264 2.5063 -3.5694 0.21
H -2.2528 2.7189 -4.4848 0.19
C -4.9963 -0.1623 2.0575 0.34
O -6.1536 -0.3374 1.9466 -0.66
N -4.0573 -1.1287 2.2373 -0.22
N -4.3416 0.9746 2.0211 -0.15
H -4.3846 -2.0839 2.2583 0.16
H -3.0766 -0.8874 2.2293 0.19
H -3.3860 0.8307 1.7274 0.19
H -4.7406 1.8922 1.8831 0.19
C -2.1168 3.1587 -0.4148 -1.29
C -1.3212 3.5889 0.8392 1.87
C 0.1673 3.5924 0.6772 -1.04
O 0.4788 4.2557 -0.5188 -0.39
C 0.8403 3.5045 -1.5469 -0.79
N -1.7568 4.8340 1.4226 -0.85
H -1.9324 2.1098 -0.6469 0.06
H -1.9158 3.6813 -1.3499 0.37
H -3.1729 3.1151 -0.1486 0.41
H -1.3394 2.8541 1.6441 -0.67
H 0.4845 2.5508 0.7275 0.19
H 0.6238 4.0139 1.5728 0.52
H 0.7611 4.2208 -2.3646 0.32
H 0.2673 2.6273 -1.8475 0.24
H 1.9224 3.3835 -1.4968 0.43
H -1.6657 5.6708 0.8644 0.24
H -2.7570 4.7513 1.5358 0.28
C 4.7389 -2.3963 4.4807 -1.35
C 3.2840 -2.5509 3.9879 0.34
C 3.4147 -2.8132 2.4826 -1.46
O 2.1813 -2.9977 1.8177 -0.16
C 2.3580 -3.6964 0.5704 -0.90
N 2.6888 -3.7693 4.5889 -0.59
H 4.7558 -2.3856 5.5705 0.47
H 5.1818 -1.4445 4.1873 0.34
H 5.4336 -3.1395 4.0894 0.29
H 2.5496 -1.7858 4.2399 0.04
H 4.0756 -3.6681 2.3395 0.55
H 4.0281 -2.0361 2.0267 0.44
H 1.4328 -4.0471 0.1131 0.25
H 2.9483 -4.5930 0.7597 0.39
H 2.8550 -3.0180 -0.1229 0.37
H 2.7904 -4.5301 3.9324 0.21
H 1.6880 -3.7867 4.7238 0.44
```

- E_tot: -1929.5603 hartree
- LUMO (alpha / beta): 2.10 / 2.08 eV
- Gap between HOMO and LUMO (alpha / beta): 1.93 / 8.86 eV
- Net charge: -1
- Spin multiplicity: 2
- ΔE to the lowest compared entry with this formula, charge and spin: 1.291 eV


no.,M (g mol⁻¹)
1,592.5
2,625.2
3,528.1
4,538.6